{"formula": "C5H14N2", "method": "ωB97M-V/def2-TZVPD", "relative_energy_kj_mol": 356.1, "homo_lumo_gap_ev": 8.4, "total_charge": 0, "elements": ["C", "N", "C", "C", "C", "C", "N", "H", "H", "H", "H", "H", "H", "H", "H", "H", "H", "H", "H", "H", "H"], "positions_angstrom": [[0.84900, -0.75582, 4.16853], [-0.55998, -0.17737, 0.93906], [-0.20537, -1.89726, -1.60954], [0.64990, -0.71914, -1.17012], [-0.07206, 0.21600, -0.20123], [-0.13234, 1.68070, -0.60951], [-0.76280, 1.79278, -1.93223], [1.04505, -1.77800, 4.48844], [0.79812, -0.79446, 3.08201], [-0.09284, -0.43137, 4.57361], [1.67842, -0.16142, 4.50949], [-0.92592, -1.61004, -2.37798], [-0.76323, -2.32633, -0.77430], [0.38291, -2.71033, -2.02313], [1.52763, -1.08821, -0.63130], [0.95078, -0.17416, -2.05403], [-1.32528, -0.36410, 0.14108], [-0.68948, 2.18959, 0.16403], [0.88412, 2.07751, -0.62492], [-0.08514, 2.08619, -2.62014], [-1.46931, 2.51326, -1.91749]], "forces_ev_per_a": [[0.25, -0.93, -0.39], [-0.63, -0.01, -1.08], [-0.44, -0.40, 0.02], [-0.39, -0.09, -0.05], [0.91, 0.46, 0.33], [0.34, -0.15, -0.33], [0.07, 0.14, 0.08], [-0.10, -0.08, 0.17], [-0.06, 0.30, 0.01], [-0.27, 0.25, 0.14], [0.18, 0.46, 0.07], [0.02, 0.15, 0.07], [0.08, 0.10, 0.08], [0.24, 0.00, -0.07], [-0.02, 0.16, -0.02], [0.33, 0.19, -0.18], [-0.40, -0.73, 1.03], [-0.16, 0.18, 0.08], [0.17, 0.07, 0.13], [0.01, -0.06, -0.14], [-0.14, -0.02, 0.02]]}